104
Properties=species:S:1:pos:R:3:forces:R:3 method="wB97M-V/def2-TZVPD" e_lumo_ev=-7.07 fmax_ev_per_a=2.1 charge=+2 homo_lumo_gap_ev=6.77 multiplicity=1 homo_energy_ev=-13.8
Hf -0.264900 0.079400 -0.140900 -0.1402 -0.7838 0.9322
C 2.375600 2.356800 0.240400 0.3523 -0.2315 0.0479
C 3.340900 1.638700 -0.709200 -0.3477 0.2605 -0.1349
C 3.389000 2.335000 -2.070800 0.0953 -0.0932 0.1660
C 2.989400 0.184200 -0.791400 0.2642 -0.0642 0.1628
C 3.725500 -0.896300 -1.270600 -0.3296 0.0388 0.4157
C 3.029900 -2.040700 -0.899300 0.2020 0.4499 -0.3426
C 3.432200 -3.441800 -1.255600 -0.1034 -0.3446 0.2953
C 4.290900 -4.099200 -0.167600 0.0500 0.1699 -0.1590
C 2.241300 -4.332800 -1.608500 0.1848 0.1766 -0.1273
N 1.914300 -1.650800 -0.231800 -0.0880 -0.4411 -0.1190
N 1.878100 -0.276600 -0.203700 0.5287 0.6059 -0.5432
B 1.237700 -2.327200 1.018200 0.0477 0.0646 0.1902
N -0.211200 -2.755200 0.692900 0.3509 -0.7310 0.1557
N -0.966300 -1.925700 -0.089000 -0.0410 0.4714 0.0264
C -2.207300 -2.453000 -0.175900 -0.5680 -0.2693 0.0528
C -2.230500 -3.642700 0.531400 0.1257 0.6174 -0.3386
C -0.959600 -3.805100 1.081600 -0.2285 0.2675 -0.2167
C -0.610600 -4.907600 2.032400 0.3462 -0.0335 0.1959
C 0.579600 -5.773900 1.621400 -0.1803 0.0368 -0.0617
C -0.453600 -4.319100 3.438900 -0.1841 -0.1101 -0.1184
C -3.284700 -1.733900 -0.930300 -0.1228 0.0285 -0.1966
C -2.901600 -1.624900 -2.413400 0.0503 0.1427 0.2157
C -4.656400 -2.384900 -0.766500 0.2870 0.1826 0.1253
N 1.185000 -1.226800 2.105700 0.2346 -0.4783 0.4992
N 0.225600 -0.240300 2.041000 -0.1945 0.1480 -0.3123
C 0.381600 0.523900 3.142700 0.3356 0.1063 0.4494
C 1.446500 0.043500 3.888800 -0.3377 -0.0633 -0.4537
C 1.944100 -1.057000 3.207400 -0.1728 0.4839 0.1487
C 3.197200 -1.761500 3.633100 0.1921 -0.3507 -0.2041
C 3.026200 -3.224600 4.039700 -0.0338 0.2020 0.0700
C 4.293700 -1.579400 2.581300 -0.0948 0.1144 0.2236
C -0.488200 1.668500 3.549700 -0.3041 0.0127 -0.2092
C -1.404100 2.105400 2.419000 0.5034 -0.0891 0.2774
C -1.331100 1.269000 4.767600 0.1741 0.0961 -0.0583
H 2.666200 3.398800 0.348500 -0.1971 0.1179 -0.0883
H 2.398900 1.901700 1.231800 -0.1434 0.0027 0.0213
H 1.342500 2.327500 -0.160100 0.0408 0.1740 0.0152
H 4.346600 1.685600 -0.276300 -0.0912 -0.0746 0.0260
H 2.384100 2.475900 -2.460300 -0.0586 0.0194 -0.0571
H 3.962900 1.753800 -2.787700 0.0169 -0.0204 -0.1174
H 3.853600 3.312300 -1.973500 0.0374 0.0924 0.0213
H 4.660100 -0.861900 -1.791800 0.2128 -0.0053 -0.1506
H 4.067500 -3.339000 -2.142000 -0.0812 0.0479 0.0635
H 3.708500 -4.314800 0.722700 -0.0620 0.0101 0.1740
H 5.129200 -3.458800 0.093000 0.1067 0.0052 0.1313
H 4.689500 -5.039200 -0.537300 0.0273 -0.0978 -0.0672
H 1.507900 -4.351600 -0.809200 -0.1283 -0.0365 0.1291
H 2.587900 -5.348400 -1.774400 0.0091 -0.1240 -0.0161
H 1.760300 -3.997000 -2.522500 -0.1779 0.0169 -0.1060
H 1.880200 -3.228900 1.388700 0.1519 -0.3088 0.0806
H -3.057600 -4.306200 0.656200 -0.2587 -0.1933 0.0160
H -1.483500 -5.566800 2.046800 0.0011 0.1447 -0.0784
H 1.525300 -5.255900 1.719500 0.1838 0.1176 0.0123
H 0.470100 -6.111500 0.594700 0.0435 -0.0896 -0.1348
H 0.615100 -6.652200 2.259100 0.0101 -0.0864 0.0734
H 0.336900 -3.577200 3.466800 0.1393 0.0994 0.0299
H -0.215600 -5.108900 4.144100 0.0650 -0.0939 0.1089
H -1.382800 -3.852100 3.758700 -0.0426 0.0908 0.0697
H -3.342200 -0.712300 -0.523900 -0.0059 -0.3215 -0.0647
H -3.022300 -2.588300 -2.903600 0.1104 -0.0966 -0.0605
H -1.861000 -1.298900 -2.524900 -0.1603 -0.0390 -0.1747
H -3.552900 -0.911200 -2.914100 0.0043 0.0614 -0.0549
H -4.665400 -3.388800 -1.180400 -0.0032 -0.1635 -0.0463
H -5.403600 -1.798300 -1.294200 -0.0669 0.0283 -0.0356
H -4.935000 -2.429400 0.282700 -0.1252 -0.0661 0.1048
H 1.814200 0.445200 4.808900 0.1055 0.0882 0.2571
H 3.520800 -1.227300 4.532400 -0.1085 0.0053 -0.1060
H 2.784500 -3.865800 3.200300 -0.0471 -0.1114 -0.1671
H 2.245200 -3.318700 4.788200 -0.0832 -0.1066 0.1123
H 3.954600 -3.580800 4.476400 0.0985 -0.0553 0.0443
H 4.046800 -2.085900 1.656200 -0.0441 -0.1355 -0.1658
H 5.226900 -1.984600 2.961000 0.1376 -0.0615 -0.0229
H 4.443500 -0.523600 2.367100 0.0635 0.1293 -0.0609
H 0.166200 2.496700 3.839900 -0.0158 -0.0607 -0.0525
H -2.032900 1.256100 2.143400 -0.0397 0.0652 -0.1021
H -0.824100 2.468800 1.560300 -0.1668 0.0074 -0.0174
H -2.046400 2.913500 2.759000 -0.1220 0.0741 -0.1793
H -1.983200 0.434000 4.522100 -0.0780 -0.1179 -0.0103
H -1.946000 2.109100 5.076000 -0.0921 0.0845 0.0568
H -0.703700 0.986000 5.605800 0.0534 -0.0810 0.1213
C 2.795100 -0.604800 -5.320200 -0.0142 -0.0803 0.1239
C 2.304700 0.694800 -5.301200 -0.0030 -0.0722 0.0672
C 1.391100 1.072800 -4.342400 -0.2244 -0.1251 0.2623
C 0.953800 0.147500 -3.386000 0.9791 -0.5649 -0.8645
C 1.425200 -1.166600 -3.427300 -0.4284 0.3633 0.1381
C 2.345000 -1.533600 -4.391800 0.0907 0.1057 -0.1223
N -0.000200 0.501100 -2.418800 -1.3487 1.6077 0.3747
N -0.702400 1.512200 -2.772300 1.2167 -1.2179 -0.8577
C -1.762400 1.903100 -2.016000 -1.1223 0.4496 1.0509
C -2.661300 2.748100 -2.698000 0.5674 -0.4320 0.1940
C -3.858600 3.079100 -2.106500 -0.1389 -0.0261 0.1593
C -4.145300 2.572000 -0.848600 0.1905 -0.0940 -0.0390
C -3.227500 1.774000 -0.165000 0.1795 0.0207 0.2447
C -1.981800 1.417500 -0.689900 -0.0508 0.4213 -0.9860
H 3.528800 -0.890700 -6.056500 0.0503 -0.0643 -0.1176
H 2.638200 1.415600 -6.030000 0.0622 0.0681 -0.0901
H 1.001700 2.077600 -4.306700 0.0398 0.0770 -0.0855
H 1.029900 -1.898800 -2.734000 0.0120 0.0185 0.0572
H 2.715700 -2.545700 -4.424100 0.0081 -0.1574 -0.0216
H -2.406500 3.077900 -3.692000 0.0640 0.0745 -0.1173
H -4.568800 3.706300 -2.620000 -0.0777 0.0831 -0.0535
H -5.089100 2.799500 -0.381100 -0.1490 0.0357 0.0716
H -3.529700 1.434200 0.817100 0.0237 -0.0194 0.0246

---

108
Properties=species:S:1:pos:R:3:forces:R:3 method="wB97M-V/def2-TZVPD" e_lumo_ev=-3.81 fmax_ev_per_a=5.3 charge=+1 homo_lumo_gap_ev=5.91 multiplicity=1 homo_energy_ev=-9.7
Zr -0.199931 0.238100 0.124284 -4.2051 -1.7080 -2.6948
C 2.454789 -2.998778 -3.881132 0.0222 0.0491 0.1314
C 3.379414 -2.043065 -3.120438 -0.5618 0.0270 0.0973
C 4.771777 -2.664012 -2.982683 -0.1573 0.0074 0.1336
C 3.538762 -0.765522 -3.960012 -0.1029 -0.0417 0.1950
P 2.447384 -1.560077 -1.494300 1.5660 -0.3955 0.4007
C 3.560242 -0.143307 -0.937918 -0.2386 -0.3731 0.1145
N 2.834047 1.084887 -1.190249 0.0183 -0.1685 -0.2604
B 1.495500 1.371103 -0.797570 0.7400 0.7592 -0.8028
N 1.290219 2.758029 -1.120597 -0.1265 0.0835 -0.1168
C 0.162115 3.590635 -0.766466 -0.1948 -0.1048 0.2088
P -1.468186 2.654637 -0.939644 0.1483 1.8043 -0.2942
C -1.976150 3.040265 -2.758497 0.0257 -0.6151 0.1805
C -2.659573 4.369237 -3.060861 0.0409 -0.0510 0.3389
C -0.709068 2.988089 -3.617742 0.0083 -0.0996 0.1932
C -2.930645 1.910305 -3.158705 0.0665 -0.0300 0.0613
C -2.632300 3.652379 0.199761 0.0968 -0.4927 0.0972
C -4.064745 3.176595 -0.063024 0.1580 -0.0186 -0.1405
C -2.524429 5.172592 0.128406 0.1001 -0.1807 -0.2237
C -2.279638 3.199679 1.617359 0.0865 -0.0897 -0.1532
C 2.448492 3.260552 -1.701019 0.4739 -0.0723 -0.1388
C 2.751694 4.510709 -2.214318 -0.1014 -0.0491 0.0640
C 3.992711 4.695344 -2.804597 0.0690 0.0777 -0.0373
C 4.921372 3.666027 -2.865264 0.0103 0.1229 -0.0572
C 4.640735 2.420297 -2.331625 -0.0306 -0.1089 0.0986
C 3.399855 2.215092 -1.749906 -0.0374 0.5380 -0.1186
C 2.647448 -2.992362 -0.204780 -0.2162 0.1902 -0.2496
C 1.185701 -3.437905 -0.025463 0.0639 0.1098 -0.0020
C 3.183265 -2.490085 1.137286 -0.1898 0.2020 -0.1215
C 3.480528 -4.206252 -0.610862 -0.1154 0.2260 -0.0296
H 2.932238 -3.318876 -4.806795 0.0334 -0.0428 -0.1141
H 2.221800 -3.886902 -3.298339 -0.0147 -0.1322 0.0326
H 1.514969 -2.509373 -4.130294 -0.0909 0.0038 -0.0579
H 5.346850 -2.454229 -3.883201 0.0418 0.0319 -0.1277
H 5.319067 -2.252317 -2.139856 0.1649 0.0786 0.1152
H 4.729146 -3.740670 -2.873851 0.0181 -0.1185 0.0738
H 3.626486 -1.037322 -5.011318 0.0513 -0.0557 -0.1095
H 2.696823 -0.089397 -3.858884 -0.1001 0.1758 -0.0526
H 4.438379 -0.220813 -3.691887 0.0607 0.1398 0.0651
H 3.748729 -0.211977 0.136399 0.1464 -0.0978 -0.2158
H 4.507857 -0.131604 -1.477923 -0.0621 -0.1044 0.0932
H 0.238665 3.862377 0.295590 -0.0585 0.1826 -0.1955
H 0.166119 4.504550 -1.370665 -0.1627 -0.1306 0.1476
H -2.043245 5.217936 -2.782586 0.0766 0.1459 0.0198
H -2.827669 4.424485 -4.135407 0.0315 -0.0381 -0.1456
H -3.627437 4.454634 -2.581308 -0.1190 0.0999 0.0586
H -0.203463 3.949943 -3.612303 0.1723 0.0529 0.0434
H -0.013302 2.233066 -3.268287 0.1166 0.1013 -0.1032
H -0.974018 2.762320 -4.649243 -0.0732 -0.0079 -0.1254
H -3.891451 2.008515 -2.659698 -0.1179 -0.0170 0.0894
H -3.112260 1.931713 -4.231308 -0.0229 0.0366 -0.1662
H -2.514790 0.939477 -2.901497 -0.0319 -0.0905 -0.0808
H -4.482682 3.589365 -0.975219 -0.0663 -0.0115 -0.1200
H -4.091086 2.086982 -0.124356 -0.1308 -0.0789 0.0093
H -4.710905 3.479832 0.758505 -0.0385 0.0608 0.1188
H -2.810284 5.568161 -0.837237 -0.0143 0.0987 -0.0938
H -3.195396 5.606804 0.868367 -0.0601 -0.0086 0.1162
H -1.517703 5.507852 0.361896 0.1302 0.0927 0.0309
H -2.469626 2.130041 1.699985 0.0139 0.1634 0.1170
H -1.235575 3.388121 1.862462 0.0105 0.0297 0.0809
H -2.902750 3.727336 2.340490 -0.0681 0.0418 0.0102
H 2.057859 5.336601 -2.156512 -0.1032 0.0421 0.0025
H 4.241211 5.659989 -3.217121 0.0333 0.1214 -0.0399
H 5.879660 3.837332 -3.331374 0.0799 0.0322 -0.0225
H 5.386789 1.641973 -2.375669 0.0455 -0.1190 0.0465
H 0.605218 -2.615282 0.408123 -0.0167 -0.4122 -0.1410
H 0.748601 -3.727576 -0.984164 -0.0939 -0.0180 -0.0114
H 1.128225 -4.293790 0.647124 -0.0156 -0.0650 0.1138
H 2.682448 -1.581018 1.465185 0.3378 -0.2354 -0.0593
H 3.000034 -3.251315 1.897258 0.0184 -0.1240 0.0249
H 4.257797 -2.316867 1.092631 0.0489 0.0865 0.0141
H 3.133878 -4.657280 -1.535331 0.0216 -0.0949 -0.1384
H 4.528138 -3.946007 -0.704216 0.1379 -0.0526 -0.0343
H 3.397777 -4.958899 0.172925 -0.0369 -0.0679 0.0971
C -1.886499 -0.092949 4.678651 -0.1843 -0.1926 -0.0874
C -2.362424 -1.390375 4.651972 0.1015 0.2622 -0.0440
C -2.629410 -1.966079 3.421056 0.0990 0.1818 -0.3621
C -2.414954 -1.215050 2.268105 -0.2452 0.0514 0.5658
N -1.920717 0.032053 2.284815 -0.2555 -0.4631 0.0841
C -1.659352 0.563365 3.475327 -0.4233 0.0644 0.1635
C -2.798265 -1.746628 0.952678 -0.1972 -0.0850 0.0281
C -3.875051 -2.629606 0.855455 0.1013 -0.0090 -0.4204
C -4.192079 -3.169690 -0.379978 0.2053 0.2350 0.3444
C -3.433070 -2.803308 -1.473808 0.4002 0.4008 -0.0023
C -2.424250 -1.846935 -1.321878 -0.6572 -0.4227 0.6944
N -2.112481 -1.316941 -0.116317 -0.0872 -0.4466 -0.5318
C -1.639792 -1.368789 -2.454216 0.6757 0.3361 -0.8558
C -1.922358 -1.735060 -3.779243 0.0094 0.0479 0.6206
C -1.152533 -1.240077 -4.809179 0.4521 0.3418 0.2186
C -0.081710 -0.409390 -4.493897 -0.4421 -0.2990 0.0680
C 0.150092 -0.117229 -3.163034 0.0939 0.1938 -0.0524
N -0.611670 -0.544396 -2.151361 -0.5080 -0.2764 -0.5352
H -1.674359 0.409589 5.607599 0.0743 0.0512 0.0736
H -2.530213 -1.949731 5.560223 0.0329 0.0050 0.0780
H -2.978219 -2.984870 3.358019 -0.0389 -0.0553 -0.0355
H -1.271034 1.569072 3.486495 0.0280 0.0442 -0.0770
H -4.465171 -2.866570 1.725561 0.0444 -0.0121 0.0825
H -5.017624 -3.855394 -0.489018 -0.0473 -0.0970 0.0048
H -3.626636 -3.252474 -2.432205 -0.0336 0.0415 -0.1074
H -2.744327 -2.390425 -4.008764 -0.1024 -0.0512 0.0505
H -1.367903 -1.502628 -5.832079 -0.0441 -0.0351 -0.1255
H 0.560626 -0.011136 -5.261044 0.1283 0.0903 -0.0391
H 0.993406 0.494137 -2.867523 -0.0815 -0.0375 -0.1156
O 0.927215 0.422693 3.680292 -0.0114 -0.0322 -0.2071
S 1.154564 0.452323 2.273730 2.8013 1.0319 2.0714
O 2.500226 0.610947 1.798374 -0.0509 0.0670 0.6038
O 0.580671 -0.793628 1.588053 0.3618 -1.3567 0.6340
O 0.291877 1.509420 1.571166 0.0906 1.1328 0.9728